The following is a quantum chemistry calculation of a 3-piece molecular cluster, C30H61FN6O7 overall in a non-equilibrium geometry, from the Open Molecules 2025 dataset.

Structure (XYZ):
```
105
Properties=species:S:1:pos:R:3:forces:R:3:mulliken_charge:R:1
F -4.505803 2.622126 -4.557656 0.7 -1.4 4.4 -0.23
O -1.565004 1.584457 -1.422829 -3.1 -1.9 -8.2 -0.38
O 0.081664 -0.669128 -2.624742 2.3 -1.2 -2.1 0.43
O 0.604085 4.606114 -1.637622 -1.5 -1.4 0.7 -0.54
O -3.392180 -2.836302 -4.128286 2.6 1.5 0.9 -0.10
O -4.733596 3.113521 -2.153027 3.2 -5.8 -7.6 -0.45
O -2.996349 -0.697422 -6.572666 5.4 3.2 6.2 -0.62
O -5.331880 -3.479349 -4.091235 1.7 3.0 2.9 -0.38
N 0.991025 0.013144 -4.952095 -1.0 -2.4 0.0 0.05
N -3.527742 1.032483 -2.756280 0.1 2.0 -1.8 0.10
N -1.360387 -2.420386 4.673591 0.2 0.2 -0.2 0.22
N -4.561661 -2.720363 -3.475708 -3.0 -3.5 -3.2 0.12
N 2.052623 3.069455 2.787858 -0.1 0.2 -0.3 0.41
N -1.871251 1.171815 -5.166859 1.3 -3.3 -1.0 -0.12
C -0.964457 1.087511 -3.927963 -1.4 1.6 0.0 0.37
C 1.411235 -1.682218 -0.757123 -1.1 -0.1 0.1 0.41
C 0.775761 2.542959 3.276043 0.1 -0.3 -0.2 -0.15
C -2.772673 -2.979841 6.668152 0.1 -0.1 0.0 -1.43
C 1.234844 -1.556873 -2.415799 1.4 -0.3 2.2 -0.46
C -0.921035 3.839750 -3.633215 0.9 0.9 0.1 -0.47
C -1.555983 -4.805870 3.768227 0.0 -0.3 -0.2 -0.98
C -2.073172 -1.900274 2.271192 0.0 0.0 -0.4 -0.90
C -2.691688 -2.347633 5.281416 0.3 0.0 0.2 -0.35
C 3.427979 1.180850 3.697462 -0.1 -0.1 0.1 -1.12
C -0.775759 -3.758136 4.553019 0.0 0.1 0.4 -0.60
C 1.023870 -0.261782 0.020628 -0.5 -0.2 0.1 0.36
C -0.039086 2.454691 -3.714642 0.6 -0.5 -0.1 -0.40
C 2.037095 4.484454 2.404414 0.2 -0.2 -0.2 -0.46
C 1.208542 -0.947954 -6.094417 1.2 -0.7 -1.0 -0.31
C -2.032354 1.255757 -2.659689 2.8 1.0 6.7 -0.78
C 2.855165 -2.311642 -0.302958 0.4 0.0 0.3 0.04
C -1.216585 -1.568755 3.488881 0.0 0.2 0.3 -0.20
C -1.366155 -1.331035 -4.572032 -1.0 -0.2 -2.3 0.29
C 2.873349 -2.701366 1.322973 0.5 0.2 -0.6 -0.58
C 1.967623 5.519600 3.522474 -0.1 0.3 0.1 -1.13
C 1.647154 -2.467012 -5.664072 0.0 -0.8 -0.6 -0.73
C -2.177738 -0.272812 -5.581989 -3.2 -1.2 -3.0 -0.10
C 4.151567 -1.314654 -0.631810 -1.3 -0.4 -1.0 -1.07
C 3.244393 2.688841 3.550695 -0.1 -0.1 -0.3 -0.47
C -0.151223 -0.369962 -4.045602 -2.0 2.0 1.6 -0.48
C -4.287815 2.287324 -3.123501 -2.0 4.2 4.9 0.57
C -2.292210 -2.143486 -3.440341 2.3 0.6 0.8 -0.50
C 0.372245 2.873724 4.707883 -0.2 0.0 0.3 -1.29
C -0.781382 4.618841 -2.159691 -0.9 0.5 -0.5 -0.42
H 0.708068 3.921203 -0.895515 -0.6 1.4 -1.7 0.30
H 1.209668 0.693794 -0.653372 -0.1 -2.0 1.5 -0.12
H 3.067072 -3.872260 1.412084 -0.5 2.6 0.1 0.29
H 1.890132 -2.366391 1.878284 1.9 -0.9 -1.2 -0.14
H 4.378649 -1.489223 -1.789985 -0.1 0.5 2.6 0.25
H -0.432636 2.202431 5.027078 0.1 0.1 0.0 0.41
H -0.163146 -1.546812 3.182278 0.0 -0.2 0.2 0.04
H 3.022288 -3.292979 -0.924367 -0.4 1.8 1.2 0.49
H 1.102127 -2.638545 -2.854517 0.1 2.2 0.7 0.03
H 3.761614 -0.215428 -0.515179 1.1 -2.0 0.0 0.20
H 2.191044 6.513527 3.117720 0.0 -0.1 0.0 0.42
H -1.558527 -2.968745 -2.995729 -1.7 1.7 -0.9 0.27
H -0.604697 -4.149044 5.563728 -0.1 0.1 -0.1 0.38
H 3.428902 0.683721 2.721616 -0.1 0.1 0.1 0.09
H 3.787063 -2.107203 1.803394 -2.0 -1.4 -0.8 0.20
H 2.644723 0.733354 4.317466 0.1 0.0 -0.1 0.26
H 0.600032 2.235906 -2.732671 -1.6 0.7 -2.0 -0.07
H -1.456184 -4.662431 2.692203 -0.1 0.0 0.0 0.26
H 2.941686 4.684830 1.815930 0.0 -0.2 0.1 0.48
H 0.856754 -3.024273 -4.994197 1.5 1.3 -1.3 0.14
H 0.753041 2.613667 -4.575009 -1.8 -0.8 1.6 0.50
H 1.595846 -0.216082 1.051233 -1.0 0.1 -2.2 -0.29
H -2.036956 -1.068084 1.558606 0.0 -0.1 0.1 0.27
H -1.572120 4.230052 -1.382225 1.7 0.6 -1.5 0.18
H 2.690662 5.324482 4.319313 -0.1 0.0 -0.1 0.26
H -0.134729 -0.229929 0.296337 2.5 -0.2 -0.8 -0.17
H -3.455084 -2.798641 4.640932 -0.2 -0.1 -0.1 0.28
H -0.030955 2.859002 2.601471 0.3 0.1 0.0 0.36
H 4.132991 3.064544 3.025433 -0.3 0.2 0.0 0.46
H 1.768117 -3.135960 -6.645218 -0.3 1.5 2.1 0.35
H -1.702407 -2.782160 1.744549 -0.1 0.0 0.1 0.11
H 0.232893 -3.678324 4.126440 -0.2 0.3 0.0 0.25
H 1.866783 0.256827 -4.440434 -1.2 -0.5 -0.5 0.46
H -2.620305 -4.816239 4.021114 0.1 0.0 0.0 0.25
H 3.252636 3.145481 4.544584 0.1 0.0 0.2 0.27
H 0.793941 1.450938 3.172291 0.1 0.1 0.0 -0.19
H -3.123739 -2.060104 2.529207 0.1 0.0 0.0 0.34
H 2.670506 -2.516001 -5.098584 -1.9 0.3 -1.0 0.23
H -2.966568 -1.290807 5.400658 0.2 -0.1 -0.3 0.40
H -1.469984 1.713817 -5.984398 -0.7 -0.8 1.4 0.40
H -2.047588 3.719242 -3.967887 2.2 0.1 0.9 0.17
H -1.032504 5.756882 -2.381621 0.6 -2.4 0.6 0.33
H 0.267883 -0.994697 -6.816674 1.9 0.2 1.7 0.19
H -3.761346 -2.796100 7.102673 0.1 0.0 -0.1 0.44
H -2.611622 -1.469042 -2.539963 0.2 -1.3 -1.8 0.35
H 1.208537 4.663482 1.707520 0.0 -0.2 0.1 0.09
H 4.387007 0.969187 4.182753 -0.1 0.1 -0.1 0.47
H 2.099212 -0.506652 -6.754538 -2.0 -0.9 1.5 0.38
H -0.010589 3.890643 4.795505 0.1 0.0 0.1 0.31
H 0.574467 -2.451702 -0.425824 1.8 1.4 -0.6 0.06
H -0.447689 4.608862 -4.414010 -1.0 -1.8 1.6 0.40
H -3.780739 0.214656 -3.352457 0.3 1.2 0.0 0.30
H 2.268135 -1.108673 -2.789750 -2.3 -0.7 0.4 -0.10
H -1.161702 -5.802837 3.993957 0.0 0.1 0.0 0.38
H 1.195378 2.748951 5.417618 0.0 0.0 -0.1 0.27
H 0.968633 5.575057 3.960062 0.1 0.0 0.0 0.26
H 5.095099 -1.559969 0.032897 -2.1 0.6 -1.5 0.37
H -1.149460 -2.209295 -5.324671 0.1 1.9 1.4 0.41
H -2.631216 -4.064606 6.630422 0.0 0.1 0.0 0.30
H -1.439672 -0.536015 3.786251 -0.1 -0.1 0.1 0.19
H -2.024478 -2.552447 7.344134 0.0 -0.1 -0.2 0.33
```
Forces are in eV/Å.

Output
* gap between HOMO and LUMO: 0.275 Ha
* HOMO: -0.3009 hartree
* LUMO: -0.02580 hartree
* spin multiplicity: 1
* DFT total energy: -58074.9147 eV